<one>
Entry from OMol25: a cluster of 2 separate species, C3H4Cl2O in total (ωB97M-V with the def2-TZVPD basis set).

```
! wB97M-V def2-TZVPD RIJCOSX def2/J DEFGRID3
* xyz 0 1
C -1.5352 -2.3173 3.2849
C -0.2117 0.1355 -0.0851
C 0.5312 -1.1377 0.2233
O -1.3369 -2.2573 4.4740
Cl -3.0380 -2.8661 2.6323
Cl -0.3559 -2.1557 1.1898
H 0.1676 0.5972 -1.0418
H -0.2553 0.7568 0.8226
H -1.3005 -0.1949 -0.1727
H 1.6025 -1.2159 0.5244
*
```

Calculated values
HOMO-LUMO gap (spin up / spin down): 8.619 / 7.301 eV

<two>
Entry from OMol25: the molecule C3H4Cl2O (ωB97M-V with the def2-TZVPD basis set).

```
! wB97M-V def2-TZVPD RIJCOSX def2/J DEFGRID3
* xyz 0 1
O -0.3456 -1.7450 -1.7824
C -0.1054 -1.1686 -0.7495
C -0.4988 0.2183 -0.4186
C 0.3396 0.6081 0.7865
Cl -0.1487 2.1709 1.4070
Cl 2.1131 0.6799 0.4567
H 0.4365 -1.6157 0.0917
H -0.4702 0.9125 -1.2971
H -1.5534 0.0941 -0.0895
H 0.2329 -0.1544 1.5951
*
```

Calculated values
SMILES: O=CCC(Cl)Cl
HOMO-LUMO gap: 11.021 eV

<two> ends up most stable, edging out the next structure by 3.568 eV.

<one>
Entry from OMol25: a cluster of 2 separate species, CH2BrClO in total (ωB97M-V with the def2-TZVPD basis set).

```
! wB97M-V def2-TZVPD RIJCOSX def2/J DEFGRID3
* xyz 0 1
C -0.3064 0.3122 -1.1229
O 1.3417 -0.4302 0.9509
Cl -0.5852 1.8727 -0.7929
Br -1.7778 -0.9500 -0.6771
H 0.7941 -0.9706 0.5371
H 0.5336 0.1658 1.1048
*
```

Calculated values
HOMO-LUMO gap: 8.047 eV

<two>
Entry from OMol25: a cluster of 2 separate species, CH2BrClO in total (ωB97M-V with the def2-TZVPD basis set).

```
! wB97M-V def2-TZVPD RIJCOSX def2/J DEFGRID3
* xyz 0 1
C 0.8339 0.2063 0.3729
O -0.9453 -0.7781 -0.8092
Cl 0.6060 -0.5805 1.8742
Br -2.3170 0.2888 -1.0840
H 1.3790 -0.2547 -0.3969
H 0.4434 1.1183 0.0431
*
```

Calculated values
HOMO-LUMO gap (spin up / spin down): 6.777 / 6.767 eV

<one> ends up most stable, edging out the next structure by 1.057 eV.

<one>
Entry from OMol25: the molecule C3H5ClS (ωB97M-V with the def2-TZVPD basis set).

```
! wB97M-V def2-TZVPD RIJCOSX def2/J DEFGRID3
* xyz 0 1
C -0.1360 -0.3203 0.4331
C 0.7898 0.8751 0.8323
Cl 0.4952 2.2079 -0.3947
C 2.2026 0.4887 0.7528
S 2.7517 -0.5484 -0.3728
H 0.1312 -0.6770 -0.5524
H -0.1764 -1.0468 1.3048
H -1.2648 0.0320 0.3760
H 0.6685 1.4978 1.7859
H 2.8652 0.8448 1.5353
*
```

Calculated values
SMILES: C[C@H](Cl)C=S
HOMO-LUMO gap: 8.235 eV

<two>
Entry from OMol25: a cluster of 2 separate species, C3H5ClS in total (ωB97M-V with the def2-TZVPD basis set).

```
! wB97M-V def2-TZVPD RIJCOSX def2/J DEFGRID3
* xyz 0 1
C -1.3762 -0.3245 1.5883
C -1.2121 -0.2138 0.3331
C -0.3377 0.7330 -0.3683
S 2.9013 -0.4911 -0.8594
Cl -2.0385 -1.3920 -0.6889
H 4.2799 -0.5383 -0.8057
H -1.8198 -0.6948 2.5168
H -0.9005 1.4240 -0.9844
H 0.4079 0.2351 -1.1138
H 0.0958 1.2625 0.3823
*
```

Calculated values
HOMO-LUMO gap (spin up / spin down): 9.116 / 6.248 eV

<three>
Entry from OMol25: a cluster of 2 separate species, C3H5ClS in total (ωB97M-V with the def2-TZVPD basis set).

```
! wB97M-V def2-TZVPD RIJCOSX def2/J DEFGRID3
* xyz 0 1
C 1.0876 0.7975 0.1161
C 0.0403 0.0413 -0.2746
C -0.8566 -0.5722 0.6883
S -2.0378 -1.7460 0.2424
Cl -2.3890 1.3464 1.1732
H 1.8071 1.2974 -0.5113
H 1.3143 0.9537 1.1161
H 0.0223 0.0024 -1.3952
H -0.6378 -0.6908 1.8328
H -2.2084 -1.5430 -0.9768
*
```

Calculated values
HOMO-LUMO gap (spin up / spin down): 7.625 / 7.626 eV

<one> ends up most stable, edging out the next structure by 1.329 eV.

<one>
Entry from OMol25: the ion C5H10N3S with charge +1 (ωB97M-V with the def2-TZVPD basis set).

```
! wB97M-V def2-TZVPD RIJCOSX def2/J DEFGRID3
* xyz 1 1
C -1.9908 -2.4523 -0.2860
C -0.8677 -0.4924 -0.0368
C 1.1048 0.1092 1.2872
C -0.4792 1.9133 0.2553
C 0.1582 0.5242 0.0958
N -2.3693 -0.3234 0.8669
N -0.9358 -1.6556 -0.6106
N 0.1700 -2.2448 -1.1714
S -3.1941 -1.6670 0.6487
H -2.0164 -3.5074 -0.3949
H 1.6693 -0.7536 1.1496
H 0.6053 0.0906 2.1732
H 1.9202 0.9567 1.2430
H -1.0955 2.1868 -0.5426
H 0.3419 2.5246 0.5937
H -1.0843 1.8935 1.0717
H 0.9637 0.5535 -0.7328
H 1.0077 -1.8619 -0.8691
H 0.2738 -2.1580 -2.2716
*
```

Calculated values
HOMO-LUMO gap: 8.771 eV

<two>
Entry from OMol25: a structure of composition C5H10N3S (ωB97M-V with the def2-TZVPD basis set).

```
! wB97M-V def2-TZVPD RIJCOSX def2/J DEFGRID3
* xyz 1 1
C 0.9952 -0.1072 -1.8306
C 0.8657 1.2072 -1.6703
C 0.4443 -1.1988 -0.9692
C -0.0358 1.4464 -0.2568
C 0.8507 -2.5896 -1.1486
N -0.1247 -0.8689 0.1635
N -0.3477 0.4209 0.4586
N -1.7607 0.4233 2.8531
S -0.3346 3.0005 0.3303
H 1.5607 -0.5664 -2.7305
H 1.2751 2.0811 -2.2301
H 0.5739 -3.0983 -2.0404
H 0.5015 -3.2133 -0.2942
H 2.0409 -2.6136 -1.0114
H -1.0051 0.4702 1.6188
H -1.8176 -0.4180 3.3390
H -2.5635 0.7138 2.3446
H -1.5718 1.1079 3.5112
H 0.4535 3.8030 -0.4370
*
```

Calculated values
HOMO-LUMO gap: 9.574 eV

<two> ends up most stable, edging out the next structure by 2.660 eV.